Molecular formula: C6H13N
Method: DFT, ωB97M-V/def2-TZVPD

The geometry in XYZ format:
```
20
Properties=species:S:1:pos:R:3:mulliken_charge:R:1
N 0.491 2.858 -1.329 -0.621
C 0.076 1.803 -0.354 -0.377
C 0.685 -0.796 1.474 -1.300
C -1.470 -2.401 0.262 -1.236
C -0.844 -1.280 -0.508 -0.204
C 0.893 0.534 -0.658 -0.799
C 0.173 -0.595 0.058 0.455
H 0.698 0.283 -1.704 0.316
H -1.014 -3.391 0.120 0.264
H 1.943 0.600 -0.356 0.413
H 0.257 2.217 0.657 0.271
H 1.501 2.852 -1.356 0.205
H 0.198 3.797 -1.088 0.227
H -1.599 -2.104 1.302 0.306
H 0.010 -1.233 2.195 0.387
H -2.514 -2.554 -0.044 0.369
H 1.686 -1.238 1.438 0.282
H -1.152 -1.201 -1.544 0.383
H -0.985 1.643 -0.417 0.330
H 0.967 0.206 1.852 0.328
```

Computed properties:
Orbital gap ... 9.78 eV
Energy above the lowest of the compared OMol25 structures with the same formula, charge and spin ... 0.944 eV
DFT total energy ... -7921.8887 eV
Structure (SMILES) ... C/C=C(\C)CCN
HOMO energy ... -8.70 eV

***

Molecular formula: C6H13N
Method: DFT, ωB97M-V/def2-TZVPD

The geometry in XYZ format:
```
20
Properties=species:S:1:pos:R:3:mulliken_charge:R:1
N 0.863 -2.432 -1.928 -0.401
C 1.589 0.411 -0.289 -1.336
C 0.647 -1.926 -0.671 -0.369
C -1.393 0.929 0.277 -0.595
C -0.609 -0.313 0.778 -0.849
C 0.529 -0.674 -0.151 0.591
C -1.088 2.198 1.193 -1.071
H -0.230 -0.159 1.796 0.384
H 1.442 -2.009 -2.623 0.185
H 1.437 1.277 -0.947 0.300
H -1.470 1.906 2.171 0.294
H 1.842 0.815 0.703 0.289
H 0.644 -3.397 -2.091 0.201
H -1.111 1.100 -0.760 0.393
H -1.775 2.952 0.805 0.338
H 2.520 -0.020 -0.672 0.407
H -0.008 -2.585 -0.084 0.231
H -1.361 -1.106 0.884 0.390
H -0.011 2.326 1.172 0.295
H -2.455 0.708 0.436 0.322
```

Computed properties:
Orbital gap ... 8.17 eV
Energy above the lowest of the compared OMol25 structures with the same formula, charge and spin ... 1.626 eV
DFT total energy ... -7921.2075 eV
Structure (SMILES) ... CCC/C(C)=C/N
HOMO energy ... -7.23 eV

***

Molecular formula: C6H13N
Method: DFT, ωB97M-V/def2-TZVPD

The geometry in XYZ format:
```
20
Properties=species:S:1:pos:R:3:mulliken_charge:R:1
N 1.641 0.925 0.455 -0.494
C 0.754 0.139 -0.394 0.339
C -0.617 -0.116 0.160 -0.553
C 1.228 2.320 0.602 -0.859
C -1.277 -1.454 -0.182 -0.371
C -2.455 -1.676 0.754 -1.345
C 1.177 -0.251 -1.584 -0.841
H -0.522 -0.114 1.254 0.339
H 1.414 0.532 1.369 0.327
H -1.266 0.753 0.018 0.300
H 0.216 2.536 0.968 0.288
H -3.143 -0.831 0.791 0.317
H -2.072 -1.832 1.762 0.351
H -3.042 -2.555 0.486 0.364
H 1.311 2.842 -0.360 0.299
H 2.066 0.173 -2.028 0.315
H -1.578 -1.391 -1.228 0.333
H -0.531 -2.217 0.019 0.288
H 0.672 -1.047 -2.115 0.256
H 1.934 2.893 1.209 0.345
```

Computed properties:
Orbital gap ... 10.03 eV
Energy above the lowest of the compared OMol25 structures with the same formula, charge and spin ... 1.129 eV
DFT total energy ... -7921.7041 eV
Structure (SMILES) ... C=C(CCC)NC
HOMO energy ... -8.96 eV

***

> What is the energy above the lowest of the compared OMol25 structures with the same formula, charge and spin in the second record?

1.626 eV